Record 1
Computed, not measured: a single C8H20BN3O6S molecule at a distorted geometry, with ωB97M-V/def2-TZVPD.

Values from the calculation:
Charge ... 0
HOMO energy ... -0.337 Eh
SMILES ... CN[C@](CCCCB(O)O)(CNS(N)(=O)=O)C(=O)O
LUMO level ... 0.2 eV
E ... -36889.84775 eV
Relative energy (zero: lowest compared OMol25 entry of this formula, charge and spin) ... 0.0 kcal/mol
Orbital gap ... 9.40 eV

```
39
Properties=species:S:1:pos:R:3:forces:R:3:lowdin_charge:R:1
O 1.6252 -1.4204 -1.6928 0.20 -0.34 -0.02 0.11
O -0.1432 2.4944 -2.8569 1.24 0.34 2.53 -0.30
O -0.1139 3.4725 -0.4809 0.74 -0.95 -1.73 -0.32
O -1.3224 1.6541 1.4539 0.97 0.72 0.42 0.11
O 0.9835 2.2141 1.9817 -0.31 0.28 -0.31 0.13
O 0.8389 -3.1951 -0.5776 0.43 0.01 -0.61 0.11
B -0.1859 1.5111 2.2462 0.32 0.21 0.09 -0.66
C 0.7299 -1.9442 -1.0679 0.34 0.71 -0.16 -0.47
N -1.7168 -1.9704 -1.3028 0.13 0.84 1.17 -0.03
N 2.0857 3.0832 -1.6301 -1.16 -1.04 0.27 -0.04
N 0.4970 1.0492 -0.7599 1.26 1.50 -1.16 -0.10
C -1.9004 -1.9329 -2.7371 -0.46 0.30 0.43 -0.10
C -0.2011 0.4569 3.4608 -0.81 1.44 -1.02 -0.09
C -0.5265 0.2130 -1.3486 -0.93 -0.78 -0.72 -0.19
C 0.5788 -0.7943 3.1152 0.13 0.20 -0.29 -0.19
C 0.6273 -1.0594 1.5931 0.36 -2.03 0.07 -0.17
C -0.6996 -1.1094 0.7884 -0.29 -0.51 1.05 -0.09
C -0.5693 -1.2038 -0.7396 -0.03 -0.50 -0.03 -0.36
S 0.4706 2.5958 -1.5176 -0.99 0.68 -0.31 0.70
H -1.0257 2.1927 0.6993 -0.58 0.18 0.14 0.05
H 0.9780 2.8095 1.1950 -0.33 -0.69 0.93 0.07
H 1.7380 -3.5050 -0.8450 -0.78 0.20 0.23 0.15
H -1.6177 -2.9199 -0.9541 -0.23 0.13 -0.16 0.11
H 2.2052 4.0375 -1.3445 -0.26 0.38 0.46 0.07
H 2.4662 2.9724 -2.5517 -0.03 -0.35 -0.50 0.07
H 1.3983 0.6518 -1.0258 0.16 -0.14 0.22 0.10
H -1.0824 -2.3873 -3.2250 0.90 -0.86 -1.10 0.07
H -1.9503 -0.9262 -3.1159 -0.10 0.48 0.11 0.07
H -2.8518 -2.3788 -3.0134 0.08 -0.35 0.07 0.09
H 0.1875 0.9682 4.3355 0.03 -0.13 0.33 0.10
H -1.2676 0.2805 3.6002 -0.05 -0.31 0.31 0.11
H -1.5031 0.6757 -1.1905 -0.03 -0.14 0.21 0.15
H -0.3873 0.1824 -2.4269 0.04 -0.25 -0.04 0.10
H 0.2263 -1.6439 3.6945 -0.17 -0.25 -0.14 0.11
H 1.5993 -0.6087 3.4624 0.10 -0.26 -0.27 0.11
H 1.1496 -2.0445 1.4479 -0.38 0.81 0.20 0.12
H 1.3011 -0.3343 1.1748 0.19 0.54 -0.30 0.09
H -1.2585 -0.2162 1.0180 -0.23 -0.04 -0.24 0.09
H -1.3628 -1.9205 1.1376 0.52 -0.05 -0.11 0.14
```
Positions in Å, forces in eV/Å.



Record 2
Computed, not measured: a single C8H20BN3O6S molecule at a distorted geometry, with ωB97M-V/def2-TZVPD.

Values from the calculation:
Charge ... 0
HOMO energy ... -0.353 Eh
SMILES ... CNS(=O)(=O)NC[C@@](N)(CCCCB(O)O)C(=O)O
LUMO level ... 0.4 eV
E ... -36888.51169 eV
Relative energy (zero: lowest compared OMol25 entry of this formula, charge and spin) ... 30.8 kcal/mol
Orbital gap ... 10.01 eV

```
39
Properties=species:S:1:pos:R:3:forces:R:3:lowdin_charge:R:1
O 0.1016 1.4721 -1.3882 1.01 -0.54 -0.65 0.09
O -0.6658 -2.4824 -4.1140 1.93 -1.40 2.95 -0.31
O -1.0434 -3.9322 -2.0772 0.02 2.30 -0.21 -0.31
O 2.8797 2.2877 3.8677 -1.10 -0.11 0.68 0.14
O 0.6808 2.5635 4.9431 0.66 -0.49 0.59 0.12
O -1.9180 2.2444 -1.2038 -0.86 -0.17 0.33 0.13
B 1.5170 2.6044 3.8228 -0.36 -0.31 0.54 -0.63
C -1.0054 1.2923 -0.9564 0.76 0.22 -1.84 -0.50
N -2.7097 0.2889 0.3734 1.20 -0.96 1.71 0.11
N 1.2985 -3.4260 -2.4544 0.00 1.40 -1.44 -0.20
N -0.2532 -1.4133 -1.8742 -0.83 -0.97 0.81 -0.14
C 2.0319 -3.7616 -3.6620 -0.91 -1.63 -0.55 -0.15
C 0.8270 3.0447 2.4906 -0.75 0.13 0.41 -0.10
C -1.5803 -1.0954 -1.3068 0.83 -1.45 -0.34 -0.15
C 0.7320 1.9879 1.3814 -1.58 0.96 -0.50 -0.19
C -0.1778 0.8545 1.8395 0.11 -1.83 -0.43 -0.17
C -0.4152 -0.3079 0.8242 1.19 -1.09 -0.05 -0.12
C -1.4206 0.0158 -0.2669 -2.17 0.43 0.90 -0.44
S -0.2744 -2.8599 -2.7168 -0.36 -0.73 -1.24 0.68
H 3.2182 1.8850 4.6917 -0.50 0.46 -0.50 0.11
H -0.2974 2.6237 4.9235 1.32 0.08 -0.62 0.11
H -1.4911 2.8773 -1.8093 0.01 -0.17 0.32 0.15
H -3.4821 0.3827 -0.1943 -1.78 -0.37 -2.14 0.06
H -2.6718 1.2017 0.7603 0.19 0.76 0.84 0.06
H 1.5002 -4.0158 -1.6476 -0.97 0.39 -0.33 0.11
H 0.1970 -0.5875 -2.2612 0.30 -0.58 -0.57 0.11
H 1.3390 -4.1383 -4.4377 0.31 0.13 0.24 0.08
H 2.7175 -4.5825 -3.4697 0.10 0.04 0.20 0.08
H 2.5660 -2.9639 -4.0948 0.70 1.18 -0.26 0.06
H -0.1630 3.4182 2.8762 0.45 -0.46 -0.96 0.12
H 1.3086 3.9244 2.1264 0.57 0.74 -0.43 0.10
H -2.2814 -0.8685 -2.0929 -0.42 0.77 -0.36 0.13
H -1.9155 -2.1077 -0.9869 -0.16 1.07 0.96 0.13
H 1.7018 1.5670 1.1819 0.52 -0.08 -0.19 0.12
H 0.3522 2.4305 0.3952 0.82 -0.33 1.94 0.11
H 0.2858 0.3161 2.7018 -0.35 0.75 -0.27 0.13
H -1.2062 1.1389 2.1264 0.63 0.38 0.28 0.11
H -0.7580 -1.1816 1.4433 -0.11 0.71 -0.91 0.14
H 0.4754 -0.6973 0.2457 -0.42 0.79 1.10 0.13
```
Positions in Å, forces in eV/Å.



Record 3
Computed, not measured: a 3-piece molecular cluster, C8H20BO7P overall, with ωB97M-V/def2-TZVPD.

Values from the calculation:
Charge ... 0
HOMO energy ... -0.373 Eh
SMILES ... CCOC(=O)OC.CCOC(=O)OC.B[PH2]=O
LUMO level ... -1.3 eV
E ... -32916.93652 eV
Relative energy (zero: lowest compared OMol25 entry of this formula, charge and spin) ... 31.1 kcal/mol
Orbital gap ... 8.89 eV

```
37
Properties=species:S:1:pos:R:3:forces:R:3:lowdin_charge:R:1
B 1.6665 4.7283 2.3758 0.09 0.29 -0.08 -0.04
P 2.6303 3.0897 2.0246 -0.52 -0.56 0.25 0.61
O 1.9660 1.9133 2.6436 -0.14 -0.24 0.12 -0.50
H 0.9144 4.7016 3.2885 0.02 -0.07 0.06 -0.01
H 1.7541 5.7099 1.7152 0.10 -0.06 -0.07 -0.02
H 3.9681 3.2591 2.4449 0.10 0.33 -0.22 -0.01
H 2.7366 2.9596 0.6236 0.26 0.28 -0.06 -0.01
C -1.8125 1.3502 3.0320 -0.20 -0.02 -0.05 -0.06
C -1.1177 0.9055 1.7648 0.25 0.14 0.28 -0.20
O -1.9208 -0.0340 1.0207 -0.09 0.09 0.01 0.01
C -2.9095 0.4967 0.3083 0.01 0.03 0.00 -0.61
O -3.1800 1.6665 0.2117 0.01 -0.06 0.01 0.12
O -3.5576 -0.5000 -0.3041 0.02 0.00 0.02 -0.01
C -4.6794 -0.0844 -1.0880 -0.04 -0.04 -0.07 -0.04
H -2.0942 0.4850 3.6335 0.08 0.00 0.04 0.08
H -1.1399 1.9797 3.6141 0.04 -0.03 0.00 0.08
H -2.7170 1.9149 2.8070 0.03 0.04 -0.02 0.07
H -0.1972 0.3807 2.0066 -0.02 -0.09 -0.12 0.11
H -0.8624 1.7515 1.1289 -0.09 -0.02 -0.07 0.12
H -4.3920 0.6928 -1.7924 0.00 0.03 0.03 0.10
H -5.4767 0.2807 -0.4426 0.02 0.05 0.00 0.10
H -5.0113 -0.9694 -1.6225 0.02 -0.02 0.03 0.09
C 3.9613 -2.4222 -2.6533 -0.05 -0.03 0.15 -0.07
C 2.7016 -2.6165 -3.4684 0.16 0.08 -0.18 -0.22
O 1.6659 -3.2550 -2.7066 -0.05 0.00 0.04 0.03
C 1.0004 -2.4564 -1.8677 0.04 0.04 -0.03 -0.61
O 1.1811 -1.2718 -1.7306 -0.02 -0.07 0.00 0.12
O 0.1042 -3.1907 -1.2185 0.00 -0.02 0.05 0.01
C -0.6607 -2.4656 -0.2410 -0.04 -0.14 -0.04 -0.03
H 4.2896 -3.3723 -2.2304 0.03 -0.01 -0.06 0.08
H 4.7575 -2.0263 -3.2842 0.00 -0.01 -0.02 0.08
H 3.7893 -1.7250 -1.8345 -0.01 0.03 -0.03 0.07
H 2.8829 -3.2884 -4.3054 -0.05 -0.06 0.04 0.12
H 2.3325 -1.6705 -3.8635 -0.03 0.02 0.08 0.12
H -1.1158 -1.5893 -0.6843 0.05 0.05 -0.02 0.07
H -0.0245 -2.1799 0.5942 0.01 0.09 -0.03 0.10
H -1.4329 -3.1481 0.1001 0.02 -0.04 -0.03 0.10
```
Positions in Å, forces in eV/Å.